# C47H52HfN7O2PS4Si

A structure of composition C47H52HfN7O2PS4Si (wB97M-V/def2-TZVPD, the Open Molecules 2025 dataset).

CARTESIAN COORDINATES (ANGSTROEM)
1 Hf 0.121 0.856 0.100
2 C 2.850 -1.006 6.668
3 Si 2.296 0.277 5.413
4 C 3.700 1.461 5.093
5 C 0.792 1.154 6.101
6 C 1.854 -0.656 3.832
7 C 2.005 -2.029 3.739
8 C 1.652 -2.732 2.584
9 C 1.135 -2.022 1.530
10 N 0.976 -0.693 1.584
11 C 1.329 -0.003 2.690
12 S 1.076 1.704 2.548
13 H 3.099 -0.508 7.608
14 H 3.741 -1.545 6.338
15 H 2.068 -1.738 6.883
16 H 3.936 2.036 5.992
17 H 3.450 2.160 4.294
18 H 4.600 0.920 4.793
19 H 1.010 1.540 7.100
20 H -0.055 0.469 6.182
21 H 0.498 1.987 5.463
22 H 2.402 -2.580 4.584
23 H 1.773 -3.804 2.513
24 H 0.829 -2.500 0.609
25 C -4.208 1.185 -1.018
26 O -3.140 1.936 -0.476
27 C -2.874 3.118 -1.198
28 C -1.498 3.575 -0.788
29 O -0.527 2.597 -1.178
30 C -0.078 2.756 -2.538
31 H -5.146 1.751 -0.985
32 H -4.316 0.290 -0.404
33 H -3.998 0.897 -2.053
34 H -3.608 3.900 -0.961
35 H -2.915 2.923 -2.276
36 H -1.426 3.677 0.296
37 H -1.232 4.534 -1.236
38 H 0.447 3.710 -2.610
39 H -0.931 2.702 -3.213
40 H 0.607 1.941 -2.748
41 N -7.592 -6.079 2.511
42 C -6.865 -5.190 2.469
43 C -5.954 -4.079 2.418
44 C -6.332 -2.845 2.939
45 C -5.460 -1.774 2.883
46 C -4.202 -1.937 2.317
47 C -3.816 -3.169 1.800
48 C -4.695 -4.234 1.845
49 N -3.312 -0.837 2.248
50 C -3.295 0.296 3.048
51 C -2.284 1.070 2.585
52 N -1.686 0.441 1.516
53 C -2.324 -0.691 1.340
54 H -7.313 -2.724 3.378
55 H -5.770 -0.810 3.260
56 H -2.833 -3.309 1.370
57 H -4.400 -5.194 1.443
58 H -3.961 0.427 3.880
59 H -1.918 2.009 2.962
60 H -2.112 -1.400 0.556
61 N -0.311 -0.536 -1.098
62 C -0.614 -1.794 -1.522
63 C 0.384 -2.722 -1.896
64 C 0.070 -4.034 -2.203
65 C -1.247 -4.483 -2.176
66 C -2.252 -3.574 -1.873
67 C -1.949 -2.254 -1.569
68 H 1.413 -2.381 -1.912
69 H 0.866 -4.720 -2.469
70 H -1.486 -5.511 -2.417
71 H -3.289 -3.892 -1.886
72 H -2.744 -1.541 -1.367
73 N -3.452 -0.527 -6.451
74 C -2.784 -0.170 -5.335
75 S -2.820 1.404 -4.760
76 N -2.078 -1.123 -4.698
77 C -1.892 -2.465 -5.127
78 C -2.980 -3.305 -5.337
79 C -2.772 -4.609 -5.759
80 C -1.482 -5.085 -5.945
81 C -0.398 -4.251 -5.712
82 C -0.600 -2.939 -5.313
83 H -3.848 0.224 -6.986
84 H -3.272 -1.409 -6.903
85 H -1.592 -0.816 -3.866
86 H -3.981 -2.936 -5.154
87 H -3.621 -5.260 -5.923
88 H -1.321 -6.107 -6.265
89 H 0.611 -4.620 -5.846
90 H 0.238 -2.278 -5.130
91 S 1.627 4.412 0.270
92 P 3.058 3.132 -0.163
93 S 2.556 1.231 -0.758
94 C 4.100 3.773 -1.522
95 C 4.795 2.926 -2.379
96 C 5.629 3.452 -3.355
97 C 5.777 4.826 -3.479
98 C 5.085 5.675 -2.626
99 C 4.249 5.151 -1.652
100 C 4.276 2.989 1.188
101 C 4.426 4.043 2.083
102 C 5.446 4.016 3.024
103 C 6.317 2.938 3.077
104 C 6.158 1.877 2.196
105 C 5.142 1.901 1.254
106 H 4.674 1.854 -2.292
107 H 6.162 2.786 -4.022
108 H 6.427 5.235 -4.242
109 H 5.193 6.747 -2.721
110 H 3.693 5.808 -0.994
111 H 3.736 4.876 2.039
112 H 5.556 4.838 3.720
113 H 7.111 2.918 3.813
114 H 6.827 1.027 2.244
115 H 5.014 1.071 0.570

Properties
* max |F|: 0.47 eV/Å
* ΔE to the lowest compared entry with this formula, charge and spin: 0.0 kcal per mole
* gap between HOMO and LUMO: 7.0 eV